{"formula": "C3H5NS2", "method": "wB97M-V/def2-TZVPD", "elements": ["C", "C", "C", "H", "H", "H", "H", "H", "N", "S", "S"], "coordinates": [[0.570, 0.008, 1.840], [0.687, 0.012, 0.245], [-0.631, 0.240, -0.391], [0.625, 1.065, 2.212], [-0.617, -0.372, 2.703], [1.591, -0.527, 2.129], [-1.302, 1.186, -2.079], [0.497, 1.352, -1.657], [-0.577, 0.964, -1.548], [1.976, -0.333, -0.731], [-2.008, -0.355, 0.566]], "atomic_forces_ev_per_a": [[1.167, -0.865, 1.848], [-0.877, -0.947, 1.487], [-2.682, 0.524, 0.574], [0.162, -0.763, -0.614], [3.935, 0.688, -3.384], [-2.375, 1.035, 0.069], [-3.734, 1.227, -2.648], [-3.875, -1.234, -0.478], [7.286, -1.214, 4.692], [-0.669, 0.415, 1.538], [1.662, 1.133, -3.085]], "homo_lumo_gap_ev": 6.785, "total_energy_ev": -26348.7338, "homo_ev": -8.31, "molar_mass_g_mol": 119.2, "relative_energy_kj_mol": 385.9}

***

{"formula": "C14H19ClN2Pd", "method": "wB97M-V/def2-TZVPD", "elements": ["C", "C", "H", "H", "H", "H", "H", "H", "C", "C", "C", "C", "H", "H", "H", "H", "N", "C", "C", "N", "C", "C", "C", "H", "H", "C", "H", "H", "Pd", "C", "H", "H", "H", "Cl", "C", "H", "H"], "coordinates": [[-4.969, 0.159, 0.947], [-4.990, 1.459, 0.140], [-5.203, -0.692, 0.290], [-5.774, 0.214, 1.689], [-4.032, -0.041, 1.467], [-4.146, 1.591, -0.531], [-5.898, 1.467, -0.458], [-5.044, 2.330, 0.799], [0.769, -2.884, 0.717], [1.638, -3.943, 0.441], [2.723, -3.707, -0.414], [2.919, -2.437, -0.931], [-0.077, -2.994, 1.400], [1.453, -4.918, 0.886], [3.400, -4.514, -0.686], [3.715, -2.211, -1.619], [0.949, -1.671, 0.178], [2.026, -1.408, -0.593], [2.192, -0.037, -1.078], [1.256, 0.862, -0.699], [1.314, 2.129, -1.116], [3.293, 1.665, -2.390], [2.320, 2.588, -1.987], [0.531, 2.781, -0.737], [2.294, 3.614, -2.322], [3.241, 0.355, -1.945], [3.949, -0.395, -2.296], [4.071, 1.979, -3.078], [-0.416, 0.093, 0.617], [-1.529, 1.729, 0.734], [-1.935, 1.848, -0.284], [-0.816, 2.527, 0.991], [-2.319, 1.629, 1.496], [0.219, 1.308, 3.442], [0.668, 0.080, 2.339], [1.584, 0.357, 1.804], [0.624, -0.912, 2.790]], "atomic_forces_ev_per_a": [[-0.440, -0.058, -0.220], [-0.204, -0.001, 0.257], [0.221, 0.146, 0.233], [0.186, -0.162, -0.003], [0.007, 0.107, -0.083], [0.094, -0.124, 0.022], [-0.113, 0.108, -0.165], [0.161, -0.046, -0.058], [0.896, -0.368, -0.336], [-0.338, 0.471, 0.238], [-0.081, 0.064, -0.133], [-0.444, 0.053, 0.316], [0.170, -0.007, -0.336], [0.099, 0.189, -0.149], [-0.143, 0.160, 0.098], [0.251, -0.241, 0.075], [-0.587, 0.264, -0.144], [-0.050, -0.788, 0.226], [0.151, 0.726, -0.683], [-0.069, -0.233, 0.266], [0.902, 0.176, -0.661], [-0.092, 0.110, -0.099], [-0.818, -0.821, 0.889], [0.105, -0.052, -0.154], [0.173, 0.011, -0.031], [-0.609, -0.208, 0.247], [-0.086, 0.452, 0.119], [-0.028, -0.089, 0.083], [0.353, -1.202, -1.068], [-0.409, 0.532, -0.258], [-0.107, 0.341, 0.422], [-0.481, -0.015, -0.014], [0.256, 0.206, -0.335], [-0.226, 0.809, 1.107], [0.807, -0.352, -0.585], [0.208, -0.371, 0.878], [0.286, 0.216, 0.045]], "s2": 2.01, "homo_lumo_gap_ev": [4.425, 8.086], "total_energy_ev": -33805.2882, "homo_ev": [-5.03, -8.53], "multiplicity": 3, "molar_mass_g_mol": 357.2, "relative_energy_kj_mol": 0.0}

***

{"formula": "C4H3Br4Cl", "method": "wB97M-V/def2-TZVPD", "elements": ["C", "C", "C", "C", "Cl", "Br", "Br", "Br", "Br", "H", "H", "H"], "coordinates": [[1.909, -0.640, 0.654], [0.723, -1.193, 0.453], [-0.997, 1.273, -0.415], [-0.594, -0.296, -0.212], [0.347, 2.040, -1.172], [-1.164, 2.084, 1.368], [-2.160, -1.052, 0.652], [-2.550, 1.670, -1.453], [-0.522, -0.958, -1.958], [2.781, -1.143, 1.056], [1.985, 0.411, 0.438], [0.241, -2.195, 0.589]], "atomic_forces_ev_per_a": [[-0.725, -0.332, 0.162], [-2.326, 1.976, -0.358], [1.488, -0.905, 1.880], [-0.102, -0.598, 0.721], [1.141, 0.661, -0.629], [-0.100, -0.113, -0.071], [-0.270, -0.355, 0.379], [-0.385, -0.329, 0.055], [0.039, -0.964, -1.994], [-0.220, -0.182, -0.138], [0.281, 0.214, -0.007], [1.178, 0.925, 0.000]], "homo_lumo_gap_ev": 9.918, "total_energy_ev": -296886.3866, "homo_ev": -9.88, "molar_mass_g_mol": 406.1, "relative_energy_kj_mol": 0.0}

***

{"formula": "H16O8", "method": "wB97M-V/def2-TZVPD", "elements": ["O", "H", "H", "O", "H", "H", "O", "H", "H", "O", "H", "H", "O", "H", "H", "O", "H", "H", "O", "H", "H", "O", "H", "H"], "coordinates": [[11.096, -19.892, -7.562], [11.676, -20.439, -7.024], [10.296, -20.419, -7.667], [7.821, -22.481, -5.231], [8.446, -21.980, -4.695], [6.953, -22.225, -4.907], [7.329, -18.871, -3.006], [7.747, -18.866, -3.885], [7.723, -18.125, -2.547], [10.069, -15.557, -6.157], [10.804, -16.092, -5.821], [10.482, -14.759, -6.498], [10.010, -21.182, -3.639], [10.883, -21.507, -3.400], [9.492, -21.232, -2.826], [12.352, -17.045, -5.345], [12.462, -17.981, -5.535], [12.837, -16.888, -4.530], [8.901, -19.212, -5.221], [9.536, -18.979, -5.909], [9.362, -19.835, -4.634], [8.229, -17.236, -7.478], [7.759, -17.705, -6.783], [8.871, -16.670, -7.016]], "atomic_forces_ev_per_a": [[0.005, 0.097, 0.293], [0.016, -0.144, -0.094], [-0.066, 0.029, -0.085], [0.014, -0.099, 0.069], [0.008, -0.060, -0.141], [-0.032, 0.057, -0.051], [0.071, -0.212, 0.013], [-0.127, 0.200, 0.109], [-0.032, 0.059, -0.009], [0.053, 0.039, 0.182], [0.068, -0.023, -0.020], [-0.069, 0.019, -0.104], [-0.002, -0.144, 0.346], [0.030, -0.053, -0.076], [-0.035, 0.118, 0.030], [0.080, -0.013, 0.087], [-0.060, -0.021, -0.130], [-0.011, 0.026, 0.031], [0.187, -0.084, 0.060], [-0.076, 0.085, -0.154], [0.067, 0.154, -0.291], [0.086, -0.140, -0.019], [-0.038, 0.024, 0.030], [-0.135, 0.086, -0.078]], "homo_lumo_gap_ev": 9.946, "total_energy_ev": -16640.1422, "homo_ev": -10.32, "smiles": "O.O.O.O.O.O.O.O", "molar_mass_g_mol": 144.1, "relative_energy_kj_mol": 180.3}

***

{"formula": "C3H28NO12S", "method": "wB97M-V/def2-TZVPD", "elements": ["O", "C", "O", "C", "C", "S", "N", "H", "H", "H", "H", "H", "H", "H", "H", "H", "H", "O", "H", "H", "O", "H", "H", "O", "H", "H", "O", "H", "H", "O", "H", "H", "O", "H", "H", "O", "H", "H", "O", "H", "H", "O", "H", "H", "O"], "coordinates": [[-1.588, -2.610, 1.012], [-0.798, -1.722, 0.973], [0.479, -2.062, 0.703], [-1.183, -0.264, 0.704], [-0.060, 0.718, 0.536], [-0.887, 2.404, 0.417], [-2.081, -0.208, -0.488], [1.312, -1.725, 1.056], [-1.756, 0.027, 1.585], [0.567, 0.886, 1.406], [0.606, 0.626, -0.323], [0.166, 3.142, 0.030], [-2.681, -1.040, -0.477], [-2.653, 0.628, -0.451], [-1.596, -0.358, -1.439], [2.905, -0.191, 1.219], [3.131, 0.394, -0.066], [2.909, -0.478, 0.291], [3.304, 0.855, 3.643], [1.990, 1.674, 3.668], [2.509, 1.064, 3.143], [3.908, 2.632, -0.323], [2.850, 3.663, -0.080], [2.947, 2.721, -0.270], [-3.011, -2.845, -2.359], [-1.495, -3.048, -1.964], [-2.286, -2.518, -1.819], [-2.921, -1.565, 3.412], [-1.383, -1.265, 3.974], [-2.010, -1.328, 3.252], [0.492, -1.378, -4.995], [0.965, 0.006, -5.305], [0.921, -0.622, -4.574], [2.709, 1.602, -2.632], [1.770, 2.342, -1.652], [1.786, 1.722, -2.399], [-2.062, -0.551, -3.374], [-0.576, -0.106, -3.008], [-1.515, 0.152, -3.014], [-0.527, 2.174, 4.546], [-0.411, 1.659, 3.107], [-0.433, 1.370, 4.024], [0.716, -1.678, -1.177], [1.084, -1.096, -2.666], [0.443, -1.533, -2.090]], "atomic_forces_ev_per_a": [[-0.488, 0.489, 0.127], [0.236, -0.729, -1.745], [0.782, -0.852, 0.008], [0.096, 0.295, 0.749], [0.380, 2.051, -0.158], [0.024, -0.227, 0.026], [0.198, -1.528, 0.408], [-0.383, 0.870, 0.140], [-0.195, -0.037, -0.123], [0.072, -0.914, 0.207], [-0.340, -0.456, -0.100], [-0.045, -0.261, 0.012], [-0.111, 0.002, 0.250], [0.135, 0.242, -0.447], [-0.395, 1.107, 0.511], [-0.037, -0.418, 0.234], [-0.217, -0.268, -0.668], [0.180, 0.765, 0.713], [-0.062, 0.123, 0.171], [-0.132, -0.068, 0.280], [0.244, -0.286, -0.569], [0.000, -0.118, -0.057], [-0.114, -0.020, 0.139], [0.459, 0.569, 0.516], [0.211, -0.431, -0.018], [-0.101, -0.079, -0.166], [-0.381, 0.248, -0.105], [0.170, -0.211, 1.019], [-0.886, -0.103, 0.726], [0.604, 0.587, -0.962], [0.104, -0.158, 0.217], [0.158, 0.290, 0.245], [-0.156, -0.153, -0.536], [0.070, 0.147, 0.054], [0.445, -0.424, -0.542], [-0.772, -0.200, -0.128], [0.487, -0.274, -0.237], [-0.407, -0.270, -0.561], [-0.190, 0.741, 0.214], [-0.152, 0.013, -0.027], [-0.210, 0.239, -0.033], [0.304, -0.062, 0.058], [0.744, 0.150, -0.198], [0.448, -0.125, 0.499], [-0.778, -0.250, -0.143]], "charge": 1, "homo_lumo_gap_ev": 10.010, "total_energy_ev": -40454.9132, "homo_ev": -12.57, "molar_mass_g_mol": 302.3, "relative_energy_kj_mol": 314.7}

***

{"formula": "C16H24F6NaO12P", "method": "wB97M-V/def2-TZVPD", "elements": ["Na", "P", "F", "F", "F", "F", "F", "F", "C", "C", "C", "O", "C", "O", "O", "H", "H", "H", "H", "H", "H", "C", "C", "C", "O", "C", "O", "O", "H", "H", "H", "H", "H", "H", "C", "C", "C", "O", "C", "O", "O", "H", "H", "H", "H", "H", "H", "C", "C", "C", "O", "C", "O", "O", "H", "H", "H", "H", "H", "H"], "coordinates": [[1.500, 1.974, 0.595], [4.338, 3.128, -1.147], [3.476, 4.494, -0.811], [5.713, 3.706, -0.567], [3.972, 2.648, 0.361], [5.088, 1.715, -1.540], [2.958, 2.425, -1.659], [4.736, 3.513, -2.676], [-1.393, 1.364, -5.622], [-0.862, 2.640, -4.911], [-1.811, 3.600, -4.174], [-1.604, 3.173, -2.809], [-0.398, 2.545, -2.725], [0.118, 2.174, -1.722], [0.060, 2.235, -3.952], [-0.511, 0.808, -5.929], [-2.083, 1.470, -6.460], [-2.032, 0.858, -4.892], [-0.435, 3.291, -5.679], [-2.793, 3.161, -4.366], [-1.771, 4.618, -4.550], [-4.993, 1.487, 1.164], [-3.661, 0.718, 1.257], [-2.903, 0.630, -0.086], [-1.618, 1.111, 0.295], [-1.681, 1.757, 1.525], [-0.800, 2.395, 2.023], [-2.811, 1.441, 2.107], [-5.783, 0.903, 0.696], [-4.753, 2.365, 0.559], [-5.309, 1.927, 2.108], [-3.840, -0.287, 1.642], [-3.324, 1.142, -0.952], [-2.843, -0.418, -0.382], [-1.075, -4.063, -1.546], [-1.005, -3.573, -0.103], [0.089, -4.124, 0.776], [0.959, -3.038, 0.992], [0.432, -1.884, 0.511], [0.949, -0.808, 0.557], [-0.709, -2.158, -0.090], [-2.103, -3.907, -1.859], [-0.751, -5.106, -1.604], [-0.249, -3.663, -2.137], [-1.941, -3.715, 0.439], [0.692, -4.896, 0.290], [-0.172, -4.556, 1.744], [2.038, -3.548, 4.359], [2.256, -2.066, 4.782], [3.607, -1.549, 4.401], [3.378, -0.192, 4.073], [2.091, -0.107, 3.628], [1.734, 0.743, 2.881], [1.382, -1.137, 4.094], [2.531, -3.765, 3.412], [0.964, -3.692, 4.239], [2.410, -4.293, 5.061], [1.979, -1.929, 5.827], [4.079, -2.011, 3.523], [4.490, -1.673, 5.032]], "atomic_forces_ev_per_a": [[0.167, -0.169, -0.203], [0.724, -1.002, -1.289], [0.943, -0.418, -0.850], [-0.290, 0.524, -0.268], [-0.341, -0.816, 0.532], [-0.158, -0.174, 1.422], [-0.498, 0.251, 0.129], [-0.822, 1.480, 0.623], [-0.666, 0.725, 1.124], [-0.562, 0.909, -2.668], [-1.539, -3.624, -0.362], [0.808, 1.560, 0.145], [-0.073, -0.875, 0.121], [-0.111, 0.442, 0.259], [0.637, 0.333, 0.552], [-0.205, -0.334, 0.119], [0.386, 0.705, -0.226], [0.495, -0.576, 0.139], [0.870, -0.434, 0.070], [-0.364, 0.821, -0.233], [0.431, 0.355, 1.168], [0.927, 0.517, -0.314], [-2.023, 0.061, -0.819], [0.166, -0.849, 0.820], [0.328, 1.044, 0.370], [1.172, -1.073, -1.161], [-0.161, -0.182, -0.765], [-0.620, 0.306, 1.116], [-0.006, 0.025, 0.028], [-0.350, -0.029, -0.276], [-0.050, -0.572, 0.234], [0.276, 0.059, 0.345], [0.042, 0.634, 0.347], [0.428, 0.018, 0.017], [0.778, -0.584, 0.995], [-0.137, 0.189, 0.216], [1.439, -1.076, -0.040], [0.744, 0.979, 0.540], [1.068, 0.011, -0.023], [-0.161, -0.506, 0.217], [-1.580, 0.127, -0.560], [0.327, -0.016, -0.849], [-0.859, -0.346, 0.337], [-0.571, 0.933, -0.182], [-0.250, 0.148, -0.402], [-0.190, -0.003, -0.219], [-0.549, 0.302, -0.048], [-0.393, 0.873, -0.279], [-0.235, -1.255, 0.312], [1.958, -0.028, -0.613], [-0.318, 0.374, 0.023], [1.477, 0.028, -0.319], [-0.679, 0.327, 0.166], [-0.432, -0.596, -0.525], [-0.130, 0.221, -0.129], [0.009, -0.172, 0.005], [0.024, 0.379, 0.373], [0.411, -0.120, 0.157], [-0.986, -0.289, -0.488], [-0.728, 0.461, 1.091]], "homo_lumo_gap_ev": 10.399, "total_energy_ev": -71568.9118, "homo_ev": -10.51, "molar_mass_g_mol": 576.3, "relative_energy_kj_mol": 0.0}